No. 1
Entry from OMol25: a structure of composition C27H58IrNP3 at a distorted geometry (ωB97M-V with the def2-TZVPD basis set).

The value obtained for the total energy is -61111.1384 eV. Its total charge is +2. The largest force on an atom is 3.39 eV Å⁻¹. As for the orbital gap (spin up / spin down): 5.83 / 4.90 eV. As for the multiplicity: 6. The calculation puts the energy relative to the best compared isomer or geometry (same formula, charge and spin) at 36.94 kcal/mol.

```
90
C27H58IrNP3 ωB97M-V with the def2-TZVPD basis set
Ir 0.109 -1.428 0.369
P 0.047 -2.303 -4.194
P 0.297 1.171 -4.432
P -0.141 0.479 3.219
N 0.088 -0.134 1.653
C -1.584 -0.733 -2.065
C 1.210 1.645 -1.380
C 0.576 0.018 -5.832
C -2.310 1.982 2.416
C 0.898 -1.643 -1.670
C -0.547 -1.971 4.487
C 0.356 -3.209 1.077
C 1.433 2.481 -4.926
C 0.833 2.037 3.465
C -1.248 0.759 -1.944
C 2.193 0.579 -1.792
C 1.489 -0.539 -2.489
C 0.291 2.842 4.676
C 0.380 -0.743 4.524
C -1.966 0.751 3.274
C -0.152 1.487 -1.256
C -0.948 -3.676 -4.827
C -1.312 1.844 -5.030
C -2.509 0.978 4.707
C 0.679 2.938 2.223
C 2.332 1.762 3.726
C 0.434 -0.167 5.962
C 1.727 -2.860 -4.671
C -0.175 -1.278 -5.723
C 1.791 -1.260 4.178
C -2.685 -0.460 2.659
C -0.571 -1.763 -1.667
H 0.816 2.383 1.287
H -1.972 -3.328 -4.994
H -0.922 -2.813 -1.845
H -3.754 -0.205 2.536
H 2.434 2.068 -5.113
H -1.248 -1.129 -5.834
H -0.699 3.260 4.482
H -0.099 -2.746 5.127
H -1.546 -1.770 4.884
H -0.300 3.428 2.213
H 0.648 -1.015 6.632
H -2.012 1.802 5.229
H -2.057 1.050 -5.189
H 2.433 -2.023 -4.735
H -0.507 0.282 6.300
H 2.135 -0.945 -3.286
H -0.601 -2.385 3.467
H -0.647 -3.406 1.528
H 1.426 3.741 2.293
H 2.109 -3.621 -3.983
H 1.596 -3.288 -5.670
H 0.228 0.613 -6.675
H -2.629 -1.358 3.297
H -0.486 -3.953 -5.780
H 1.011 2.889 -5.856
H -1.087 2.346 -5.977
H 0.983 3.679 4.817
H 0.631 -3.893 0.244
H -3.402 2.003 2.279
H 0.142 -1.953 -6.517
H 2.511 1.368 4.739
H 2.976 1.028 -2.460
H -0.945 -4.523 -4.139
H -0.583 2.017 -0.417
H -3.567 1.255 4.592
H 2.789 1.092 2.984
H -2.451 -0.942 -1.405
H 1.486 3.258 -4.157
H -1.847 1.918 1.421
H 2.788 0.174 -0.933
H -2.034 2.926 2.909
H 1.320 -2.642 -1.947
H -2.283 -0.715 1.664
H -1.264 1.203 -2.947
H 0.575 -0.141 -3.017
H 1.252 0.553 6.105
H -1.976 -0.988 -3.078
H 2.578 -0.616 4.592
H 1.912 -2.252 4.649
H 0.274 2.265 5.601
H 1.650 -0.118 -5.930
H -2.190 1.176 -1.559
H 1.171 -3.038 1.823
H -2.471 0.075 5.328
H 1.621 2.435 -0.742
H -1.726 2.577 -4.322
H 1.931 -1.371 3.090
H 2.869 2.725 3.678
```

***

No. 2
Entry from OMol25: a structure of composition C11H10N2OS at a distorted geometry (ωB97M-V with the def2-TZVPD basis set).

The value obtained for the total energy is -27428.2732 eV. The largest force on an atom is 5.57 eV Å⁻¹. As for the orbital gap: 8.65 eV. The calculation puts the energy relative to the best compared isomer or geometry (same formula, charge and spin) at 97.01 kcal/mol.

```
25
C11H10N2OS ωB97M-V with the def2-TZVPD basis set
S -0.516 -0.868 -1.595
O 2.296 0.475 1.911
N -0.304 2.780 -2.316
N 0.486 0.837 0.480
C 1.817 0.669 0.822
C -1.763 0.588 1.093
C -2.865 -0.128 1.030
C -0.439 -1.442 0.223
C 0.621 0.545 -1.457
C 2.144 0.426 -1.618
C 2.733 0.977 -0.318
C -1.677 -2.226 0.519
C -2.814 -1.550 0.768
C 0.139 1.801 -1.953
C -0.472 -0.137 0.973
H 3.718 0.477 -0.264
H 2.418 -0.725 -1.781
H -1.828 -3.361 0.431
H -1.825 1.579 1.353
H 2.974 2.009 -0.532
H 0.524 -1.830 0.273
H -3.683 -1.996 0.994
H -0.320 -0.258 2.160
H -3.802 0.322 1.161
H 2.436 1.038 -2.356
```

***

No. 3
Entry from OMol25: a cluster of 3 separate species, C4H14NO2S in total at a distorted geometry (ωB97M-V with the def2-TZVPD basis set).

The value obtained for the total energy is -20796.4117 eV. Its total charge is -1. The largest force on an atom is 1.34 eV Å⁻¹. As for the orbital gap: 6.34 eV. The calculation puts the energy relative to the best compared isomer or geometry (same formula, charge and spin) at 12.08 kcal/mol.

```
22
C4H14NO2S ωB97M-V with the def2-TZVPD basis set
S -2.973 -0.227 -1.488
O -2.172 -1.662 1.721
O 1.780 -0.521 3.137
N 0.674 0.052 0.323
C -0.197 1.841 -1.149
C 1.972 0.106 -0.360
C -1.174 -0.523 -1.321
C -0.524 0.555 -0.431
H -1.124 2.250 -1.565
H 1.856 0.166 -1.442
H 2.605 -0.756 -0.138
H -2.440 -0.743 1.588
H 0.482 -0.940 0.450
H 1.137 -0.320 2.425
H -0.735 -0.459 -2.322
H 2.292 -1.201 2.680
H -1.249 0.717 0.336
H 0.233 2.553 -0.439
H -0.973 -1.524 -0.930
H 2.523 0.971 0.013
H -2.484 -2.036 0.882
H 0.492 1.699 -1.972
```

***

No. 4
Entry from OMol25: a cluster of 2 separate species, C2H2N2O3 in total at a distorted geometry (ωB97M-V with the def2-TZVPD basis set).

The value obtained for the total energy is -11223.8717 eV. The largest force on an atom is 5.61 eV Å⁻¹. As for the orbital gap: 8.74 eV. The calculation puts the energy relative to the best compared isomer or geometry (same formula, charge and spin) at 113.77 kcal/mol.

```
9
C2H2N2O3 ωB97M-V with the def2-TZVPD basis set
O -2.902 -0.165 -0.136
O 2.957 0.215 -0.575
O -0.575 1.244 0.763
N -0.219 0.163 0.239
N 0.798 -0.345 -0.222
C 1.994 0.381 0.101
C -1.999 -0.853 -0.293
H -1.869 -1.860 -0.729
H 1.815 1.221 0.852
```

***

No. 5
Entry from OMol25: an isolated molecule of C5H6ClFO4 at a distorted geometry (ωB97M-V with the def2-TZVPD basis set).

The value obtained for the total energy is -28709.3318 eV. Its SMILES is OC[C@@H]1O/C(=C(\F)Cl)O[C@@H]1O. The largest force on an atom is 4.17 eV Å⁻¹. As for the orbital gap: 8.76 eV. The calculation puts the energy relative to the best compared isomer or geometry (same formula, charge and spin) at 34.31 kcal/mol.

```
17
C5H6ClFO4 ωB97M-V with the def2-TZVPD basis set
Cl 4.160 -0.732 -0.022
F 2.918 1.601 -0.435
O 0.632 0.789 0.182
O -1.901 2.208 0.141
O 1.108 -1.437 0.507
O -0.794 -2.028 -0.775
C -1.680 0.903 -0.436
C -0.640 0.167 0.409
C -0.413 -1.401 0.389
C 2.790 0.299 -0.126
C 1.617 -0.173 0.301
H -0.501 -2.931 -0.830
H -0.777 -1.807 1.275
H -1.063 0.320 1.502
H -2.717 0.397 -0.285
H -1.346 2.972 -0.232
H -1.393 0.853 -1.566
```

***

No. 6
Entry from OMol25: an isolated molecule of C9H10 at a distorted geometry (ωB97M-V with the def2-TZVPD basis set).

The value obtained for the total energy is -9489.0959 eV. The largest force on an atom is 3.41 eV Å⁻¹. As for the orbital gap: 7.15 eV. The calculation puts the energy relative to the best compared isomer or geometry (same formula, charge and spin) at 99.78 kcal/mol.

```
19
C9H10 ωB97M-V with the def2-TZVPD basis set
C -0.594 -0.282 -0.931
C 0.508 0.171 0.029
C 1.481 1.181 -0.573
C -1.611 0.134 -0.235
C -3.074 0.178 -0.360
C 2.694 -0.682 -0.019
C 1.355 -0.940 0.589
C -0.768 0.760 0.891
C 2.748 0.589 -0.563
H 0.853 -1.899 0.370
H 1.465 -0.980 1.686
H -0.559 -0.698 -1.855
H 3.639 1.081 -0.898
H -0.901 1.805 1.049
H -0.830 0.200 1.751
H -3.342 -0.884 -0.294
H -3.321 0.706 0.599
H -3.329 0.794 -1.287
H 3.587 -1.235 0.049
```